[1]
This record from the OMol25 dataset describes C53H82N8O6P2Sb2SiV as an isolated structure. The level of theory is ωB97M-V/def2-TZVPD.

Energy above the lowest of the compared OMol25 structures with the same formula, charge and spin, kJ/mol: 83.8
Gap between HOMO and LUMO (spin up / spin down), eV: 5.2 / 5.9
DFT total energy, eV: -145712.0717
<S²>: 0.79

Geometry as ORCA input:
```
! RIJCOSX wB97M-V def2-TZVPD def2/J DEFGRID3
* xyz 2 2
V 0.03 -0.80 -0.32
C -3.56 1.91 4.90
Sb -2.28 0.97 3.43
C -3.97 0.53 2.17
C -2.24 -0.93 4.53
C -0.99 -0.94 5.35
C -0.95 -0.15 6.50
C 0.18 -0.08 7.31
C 1.31 -0.81 6.98
C 1.27 -1.61 5.85
C 0.15 -1.68 5.02
C 0.18 -2.66 3.88
Sb 1.10 -2.21 1.96
C 3.07 -2.54 2.72
C 0.65 -4.24 1.45
H -4.20 1.15 5.34
H -4.19 2.65 4.40
H -2.99 2.40 5.68
H -4.52 -0.32 2.57
H -3.64 0.30 1.15
H -4.62 1.41 2.14
H -2.33 -1.72 3.80
H -3.13 -0.88 5.15
H -1.83 0.41 6.77
H 0.17 0.54 8.20
H 2.19 -0.78 7.60
H 2.13 -2.23 5.61
H -0.80 -3.05 3.62
H 0.83 -3.50 4.15
H 3.17 -3.61 2.94
H 3.14 -1.97 3.64
H 3.86 -2.22 2.04
H 1.01 -4.87 2.26
H 1.12 -4.54 0.52
H -0.44 -4.33 1.36
N 3.49 3.21 -3.98
C 3.27 2.56 -2.84
N 4.26 2.44 -1.95
N 2.05 2.06 -2.65
C 1.65 1.38 -1.66
N 1.21 0.75 -0.77
H 4.40 3.55 -4.23
H 2.76 3.23 -4.67
H 5.17 2.81 -2.13
H 4.09 2.00 -1.06
O -1.22 1.98 0.58
P -1.72 3.38 0.75
C -1.87 3.95 2.46
C -3.10 4.18 3.06
C -3.16 4.68 4.36
C -1.99 4.94 5.05
C -0.76 4.72 4.46
C -0.70 4.24 3.16
C -3.35 3.60 0.00
C -4.00 2.48 -0.52
C -5.26 2.62 -1.09
C -5.87 3.86 -1.14
C -5.22 4.98 -0.62
C -3.97 4.85 -0.05
C -0.70 4.63 -0.07
C -0.55 5.93 0.42
C 0.20 6.86 -0.29
C 0.80 6.50 -1.49
C 0.63 5.21 -1.99
C -0.11 4.28 -1.28
H -4.02 3.98 2.52
H -4.12 4.86 4.82
H -2.04 5.33 6.06
H 0.15 4.95 5.00
H 0.26 4.09 2.68
H -3.51 1.52 -0.45
H -5.77 1.75 -1.48
H -6.86 3.96 -1.58
H -5.70 5.95 -0.66
H -3.46 5.72 0.35
H -1.01 6.22 1.35
H 0.32 7.86 0.09
H 1.38 7.23 -2.05
H 1.08 4.95 -2.94
H -0.25 3.28 -1.66
N -2.21 -2.22 1.30
C -1.49 -1.59 0.66
C -2.19 1.83 -3.59
N -2.90 0.64 -3.11
C -4.18 0.37 -3.49
C -4.85 -0.69 -3.01
C -4.16 -1.53 -2.10
N -2.89 -1.27 -1.76
C -2.29 -0.19 -2.20
O -1.11 0.15 -1.83
N -4.72 -2.59 -1.53
H -2.75 2.27 -4.41
H -1.20 1.54 -3.93
H -2.09 2.56 -2.79
H -4.62 1.08 -4.18
H -5.87 -0.89 -3.31
H -5.67 -2.84 -1.70
H -4.19 -3.08 -0.82
C 4.29 -4.73 -2.67
C 3.93 -4.10 -1.33
C 4.21 -5.08 -0.20
C 4.69 -2.79 -1.12
O 2.50 -3.83 -1.27
Si 1.52 -3.02 -2.25
O 0.63 -2.05 -1.14
O 2.35 -2.03 -3.21
C 2.16 -1.61 -4.59
C 2.29 -2.81 -5.53
C 0.80 -0.95 -4.73
C 3.28 -0.63 -4.88
O 0.48 -3.83 -3.13
C -0.56 -4.85 -3.00
C -1.49 -4.63 -4.18
C -1.31 -4.68 -1.69
C 0.12 -6.20 -3.08
H 5.36 -4.93 -2.71
H 4.03 -4.05 -3.49
H 3.75 -5.67 -2.81
H 5.28 -5.28 -0.14
H 3.69 -6.02 -0.38
H 3.87 -4.67 0.75
H 5.72 -2.98 -0.84
H 4.20 -2.22 -0.32
H 4.66 -2.18 -2.03
H 1.62 -3.61 -5.23
H 3.31 -3.19 -5.54
H 2.03 -2.50 -6.55
H 0.00 -1.68 -4.55
H 0.67 -0.55 -5.74
H 0.70 -0.14 -4.00
H 4.25 -1.11 -4.70
H 3.20 0.24 -4.22
H 3.25 -0.30 -5.92
H -1.98 -3.65 -4.09
H -2.26 -5.40 -4.20
H -0.93 -4.66 -5.12
H -1.53 -3.63 -1.50
H -0.73 -5.08 -0.85
H -2.25 -5.23 -1.74
H 0.63 -6.32 -4.03
H -0.61 -7.00 -2.97
H 0.86 -6.30 -2.27
C 3.95 1.18 3.93
P 2.84 0.71 2.55
C 4.04 0.90 1.15
C 1.86 2.25 2.39
H 4.45 2.13 3.73
H 4.69 0.40 4.09
H 3.35 1.27 4.84
H 4.35 1.95 1.06
H 3.58 0.56 0.22
H 4.92 0.28 1.35
H 2.50 3.12 2.23
H 1.29 2.38 3.31
H 1.14 2.17 1.57
*
```

=====

[2]
This record from the OMol25 dataset describes a 4-piece molecular cluster, C53H85FN3O8 overall. The level of theory is ωB97M-V/def2-TZVPD.

Gap between HOMO and LUMO (spin up / spin down), eV: 7.5 / 8.6
DFT total energy, eV: -79901.3544
<S²>: 3.76

Geometry as ORCA input:
```
! RIJCOSX wB97M-V def2-TZVPD def2/J DEFGRID3
* xyz 0 4
C -1.16 3.37 7.60
C -1.37 1.87 7.36
C -1.86 1.51 5.95
C -0.74 1.27 4.92
C -1.32 1.02 3.51
C 0.36 2.30 4.96
C 1.55 1.96 5.58
C 2.65 2.80 5.69
C 3.87 2.25 6.39
C 4.77 1.42 5.48
C 5.35 2.16 4.30
O 6.10 1.20 3.54
C 2.58 4.08 5.14
C 3.74 5.03 5.22
O 3.48 5.97 6.27
O 4.77 6.40 6.72
C 1.41 4.44 4.47
C 0.31 3.57 4.38
C -0.89 4.06 3.63
O -2.03 3.85 3.97
C -0.57 4.86 2.41
C -1.34 4.79 1.25
C -0.97 5.53 0.15
C 0.14 6.38 0.20
C 0.55 7.15 -1.03
F -0.60 7.64 -1.67
C 1.32 6.31 -2.04
C 2.75 5.97 -1.58
C 0.88 6.48 1.37
C 0.53 5.70 2.47
C 1.30 5.76 3.75
O 1.80 6.79 4.15
H -1.22 3.61 8.66
H -0.17 3.69 7.25
H -1.90 3.95 7.06
H -0.44 1.34 7.55
H -2.11 1.50 8.08
H -2.54 2.28 5.58
H -2.43 0.58 6.00
H -0.26 0.33 5.23
H -0.70 1.49 2.74
H -1.38 -0.05 3.31
H -2.32 1.44 3.43
H 1.64 0.97 6.03
H 4.43 3.05 6.88
H 3.52 1.59 7.19
H 4.20 0.57 5.09
H 5.60 1.01 6.07
H 6.01 2.97 4.62
H 4.55 2.58 3.68
H 6.44 1.64 2.76
H 4.65 4.51 5.49
H 3.90 5.54 4.27
H 4.65 7.36 6.71
H -2.21 4.14 1.22
H -1.55 5.47 -0.77
H 1.15 8.01 -0.73
H 1.37 6.87 -2.98
H 0.76 5.40 -2.23
H 3.47 6.65 -2.02
H 3.03 4.97 -1.90
H 2.87 6.01 -0.50
H 1.72 7.16 1.44
C 1.89 3.63 -7.74
C 2.13 4.59 -6.56
C 1.49 5.95 -6.82
C 2.23 6.77 -7.88
C 3.71 6.91 -7.53
C 4.41 5.58 -7.25
N 3.59 4.78 -6.28
O 3.82 5.10 -5.06
C 4.65 4.81 -8.56
C 5.77 5.83 -6.61
C 1.50 3.94 -5.33
H 0.84 3.33 -7.74
H 2.08 4.08 -8.71
H 2.50 2.74 -7.64
H 1.48 6.52 -5.89
H 0.45 5.80 -7.11
H 2.12 6.30 -8.87
H 1.78 7.76 -7.96
H 4.25 7.42 -8.33
H 3.79 7.54 -6.64
H 4.95 3.78 -8.35
H 5.46 5.29 -9.11
H 3.80 4.79 -9.22
H 5.69 6.45 -5.72
H 6.40 6.35 -7.34
H 6.25 4.89 -6.34
H 1.99 3.00 -5.09
H 0.45 3.74 -5.54
H 1.55 4.59 -4.46
C -4.52 -5.31 0.93
C -3.67 -4.05 1.14
C -2.41 -4.10 0.27
C -1.39 -5.12 0.76
C -1.03 -4.88 2.22
C -2.24 -4.81 3.15
N -3.26 -3.88 2.58
O -3.04 -2.65 2.88
C -2.83 -6.22 3.37
C -1.83 -4.28 4.52
C -4.53 -2.85 0.75
H -4.98 -5.26 -0.05
H -3.95 -6.23 0.96
H -5.31 -5.37 1.68
H -1.95 -3.11 0.27
H -2.71 -4.32 -0.75
H -1.77 -6.14 0.62
H -0.49 -5.05 0.15
H -0.36 -5.66 2.59
H -0.47 -3.94 2.30
H -3.80 -6.16 3.85
H -2.16 -6.78 4.03
H -2.92 -6.80 2.46
H -1.33 -3.32 4.44
H -1.14 -4.99 4.98
H -2.70 -4.16 5.17
H -5.39 -2.76 1.41
H -4.88 -3.00 -0.27
H -3.97 -1.92 0.79
C -2.30 -8.27 -4.61
C -2.01 -8.48 -3.11
C -1.66 -9.94 -2.82
C -2.86 -10.87 -2.91
C -4.00 -10.39 -2.01
C -4.40 -8.93 -2.25
N -3.17 -8.07 -2.25
O -2.80 -7.73 -1.07
C -5.19 -8.79 -3.56
C -5.30 -8.45 -1.12
C -0.83 -7.58 -2.76
H -1.36 -8.33 -5.16
H -2.96 -9.02 -5.03
H -2.73 -7.29 -4.78
H -1.24 -10.00 -1.81
H -0.88 -10.25 -3.51
H -3.21 -10.95 -3.95
H -2.57 -11.88 -2.61
H -4.88 -11.01 -2.14
H -3.69 -10.50 -0.97
H -5.29 -7.74 -3.84
H -6.19 -9.20 -3.42
H -4.75 -9.33 -4.40
H -4.85 -8.59 -0.15
H -6.23 -9.02 -1.16
H -5.54 -7.39 -1.24
H -1.09 -6.53 -2.90
H 0.00 -7.82 -3.42
H -0.50 -7.72 -1.73
*
```